(1)
Computed, not measured: 2 unconnected molecules or ions with the total composition Cl2H3PSi in a non-equilibrium geometry, with wB97M-V/def2-TZVPD.

Geometry (Å):
Si: -5.323 -0.355 0.843
P: 0.334 0.397 -0.342
Cl: -4.683 -1.848 -0.289
Cl: -5.270 1.278 -0.316
H: 1.563 -0.455 -0.661
H: 0.238 -0.026 0.869
H: 1.240 1.413 -0.238

Cartesian forces (eV/Å) of the 6 atoms listed first:
-0.8 0.2 2.4
1.2 -0.9 -4.7
0.7 -1.4 -1.3
0.1 1.1 -1.1
-1.7 0.6 0.3
0.1 -0.8 3.6

The value obtained for the orbital gap is 0.324 Eh. The calculation puts the LUMO energy at -0.5 eV. The calculation puts the HOMO energy at -9.348 eV.

---

(2)
Computed, not measured: C4H8N2 in the gas phase in a non-equilibrium geometry, with wB97M-V/def2-TZVPD.

Geometry (Å):
H: -2.691 -0.819 0.358
N: -2.629 0.173 0.630
C: -1.543 0.747 0.249
C: -0.538 0.036 -0.772
C: 0.791 0.310 -0.255
C: 1.494 -0.982 0.272
N: 1.175 1.481 -0.174
H: 2.033 1.606 0.329
H: -1.083 1.743 0.487
H: -0.938 -1.062 -0.833
H: -0.877 0.547 -1.713
H: 0.793 -1.340 1.174
H: 2.399 -0.756 0.725
H: 1.614 -1.684 -0.477

Cartesian forces (eV/Å) of the 6 atoms listed first:
0.2 0.7 -0.3
1.5 1.5 0.5
0.0 -2.1 -0.9
-4.3 -0.6 -0.2
1.1 -3.5 0.1
-3.5 2.0 2.8

The value obtained for the orbital gap is 0.382 Eh. As for the SMILES: [H]/N=C\C/C(C)=N/[H]. The calculation puts the LUMO energy at 0.9 eV. The calculation puts the HOMO energy at -9.443 eV.

---

(3)
Computed, not measured: C2H3N3O in the gas phase in a non-equilibrium geometry, with wB97M-V/def2-TZVPD.

Geometry (Å):
C: 1.160 0.486 0.496
C: -0.193 -0.037 -0.109
N: -0.407 0.959 -0.786
O: -2.259 -0.480 -1.215
N: -1.887 -1.384 -0.487
N: -0.760 -1.263 0.181
H: 0.958 0.490 1.563
H: 1.877 -0.257 0.162
H: 1.512 1.486 0.195

Cartesian forces (eV/Å) of the 6 atoms listed first:
0.2 -0.4 0.3
0.5 0.9 -0.1
-1.9 -1.0 -0.7
0.7 0.3 0.3
0.6 0.9 -0.1
-0.1 -0.1 0.0

The value obtained for the orbital gap (alpha / beta) is 0.304 / 0.304 Eh. The calculation puts the LUMO energy (alpha / beta) at -1.8 / -1.7 eV. The calculation puts the HOMO energy (alpha / beta) at -10.029 / -10.034 eV.

---

(4)
Computed, not measured: 2 unconnected molecules or ions with the total composition C15H33F5N4O5P2S in a non-equilibrium geometry, with wB97M-V/def2-TZVPD.

Geometry (Å):
C: -5.493 1.186 -5.184
C: -3.973 0.616 -4.913
C: -2.831 1.782 -4.719
C: -1.366 1.317 -5.378
N: -0.772 0.215 -4.530
C: 0.348 0.913 -3.739
O: 1.489 1.360 -4.270
O: 0.209 1.083 -2.257
P: -0.144 -0.569 -1.720
C: -1.974 -0.713 -1.193
C: 1.071 -1.130 -0.357
S: -0.053 -1.065 -5.476
O: 0.898 -1.959 -4.589
O: 0.893 -0.495 -6.604
C: -1.270 -2.192 -6.345
F: -0.439 -3.133 -7.186
F: -2.115 -1.441 -7.312
C: -2.166 -3.146 -5.360
F: -3.336 -2.486 -4.735
F: -2.721 -4.243 -6.238
F: -1.412 -3.833 -4.287
H: -5.716 1.046 -6.332
H: -6.281 0.550 -4.555
H: -5.506 2.315 -4.870
H: -3.918 -0.080 -3.946
H: -3.706 -0.077 -5.827
H: -3.223 2.797 -5.155
H: -2.698 1.931 -3.546
H: -0.699 2.306 -5.332
H: -1.447 1.036 -6.513
H: -2.123 -0.059 -0.232
H: -2.208 -1.850 -1.044
H: -2.618 -0.290 -2.104
H: 0.879 -0.498 0.610
H: 0.973 -2.288 -0.214
H: 2.186 -0.934 -0.717
C: 2.132 -1.473 6.132
N: 1.934 -1.137 4.717
C: 2.666 -2.131 3.925
P: 2.030 0.453 4.035
O: 0.920 0.184 2.989
N: 0.924 1.508 4.906
C: 0.368 1.242 6.236
C: -0.219 2.034 4.114
N: 3.306 0.763 5.237
C: 3.356 2.104 5.889
C: 4.612 0.742 4.523
H: 3.165 -1.320 6.470
H: 1.899 -2.535 6.314
H: 1.460 -0.937 6.797
H: 3.749 -2.002 4.012
H: 2.399 -2.055 2.865
H: 2.437 -3.157 4.240
H: -0.378 0.434 6.212
H: -0.105 2.139 6.625
H: 1.123 0.988 6.976
H: -0.992 1.264 3.984
H: 0.098 2.384 3.126
H: -0.692 2.894 4.601
H: 3.362 2.911 5.146
H: 4.258 2.199 6.507
H: 2.553 2.306 6.595
H: 4.661 1.544 3.773
H: 4.788 -0.196 3.998
H: 5.448 0.877 5.223

Cartesian forces (eV/Å) of the 6 atoms listed first:
0.5 -0.6 0.3
0.2 -0.6 0.1
-0.2 -0.9 0.3
-1.5 2.9 -0.5
1.1 0.8 -0.2
7.3 1.7 0.1

The value obtained for the orbital gap is 0.240 Eh. As for the SMILES: CCCCN(C(=O)OP(C)C)S(=O)(=O)C(F)(F)C(F)(F)F.CN(C)P(=O)(N(C)C)N(C)C. The calculation puts the LUMO energy at -1.4 eV. The calculation puts the HOMO energy at -7.898 eV.